# 1
A molecular structure, C39H55GeN2NiP2. Source: the OMol25 dataset; level of theory: wB97M-V/def2-TZVPD.

Positions of all 100 atoms, in Å:
Ni (-0.308, -0.408, -0.873)
C (-1.754, -3.513, 1.735)
C (-2.389, -2.583, 0.704)
C (-2.126, -3.067, -0.739)
P (-2.051, -0.761, 0.835)
C (-3.648, -0.140, 1.530)
C (-4.630, 0.194, 0.400)
C (-4.352, -1.052, 2.576)
C (-0.926, -0.127, 2.128)
C (-1.140, -0.332, 3.473)
C (-0.386, 0.267, 4.466)
C (-0.712, 0.100, 5.926)
C (0.678, 1.060, 4.059)
C (0.930, 1.314, 2.727)
C (0.096, 0.788, 1.697)
N (0.323, 0.996, 0.376)
C (0.993, 2.066, -0.151)
C (0.980, 3.382, 0.370)
C (1.666, 4.410, -0.261)
C (2.379, 4.215, -1.446)
C (3.117, 5.333, -2.142)
C (2.380, 2.925, -1.963)
C (1.688, 1.876, -1.377)
P (1.721, 0.187, -2.022)
C (1.945, 0.358, -3.827)
C (0.905, 1.266, -4.496)
C (1.940, -1.037, -4.490)
C (3.389, -0.385, -1.501)
C (3.543, -1.912, -1.393)
C (3.823, 0.262, -0.181)
H (-2.060, -4.547, 1.524)
H (-2.077, -3.273, 2.758)
H (-0.671, -3.455, 1.672)
H (-3.475, -2.620, 0.835)
H (-1.073, -2.942, -1.007)
H (-2.725, -2.506, -1.461)
H (-2.415, -4.122, -0.804)
H (-3.364, 0.794, 2.023)
H (-4.876, -0.715, -0.143)
H (-4.191, 0.908, -0.292)
H (-5.552, 0.588, 0.820)
H (-5.088, -1.692, 2.066)
H (-4.912, -0.429, 3.278)
H (-3.684, -1.696, 3.135)
H (-1.943, -0.992, 3.786)
H (-1.379, -0.760, 6.064)
H (-1.233, 0.967, 6.341)
H (0.194, -0.071, 6.515)
H (1.311, 1.527, 4.808)
H (1.763, 1.951, 2.468)
H (0.432, 3.573, 1.275)
H (1.630, 5.399, 0.177)
H (3.055, 6.249, -1.567)
H (2.714, 5.527, -3.133)
H (4.174, 5.081, -2.271)
H (2.930, 2.737, -2.880)
H (2.935, 0.809, -3.986)
H (-0.084, 0.867, -4.315)
H (1.072, 1.281, -5.577)
H (0.940, 2.281, -4.112)
H (1.025, -1.573, -4.254)
H (2.776, -1.667, -4.188)
H (2.001, -0.902, -5.574)
H (4.075, -0.041, -2.293)
H (2.943, -2.292, -0.589)
H (4.600, -2.136, -1.203)
H (3.241, -2.445, -2.286)
H (3.074, 0.062, 0.589)
H (3.947, 1.344, -0.254)
H (4.781, -0.157, 0.119)
N (4.289, -3.044, 7.393)
C (3.832, -2.922, 6.349)
C (3.227, -2.752, 5.052)
C (1.866, -3.056, 4.893)
C (1.249, -2.838, 3.682)
C (1.974, -2.342, 2.580)
C (3.347, -2.076, 2.741)
C (3.968, -2.274, 3.955)
C (1.326, -2.099, 1.321)
C (0.715, -1.763, 0.320)
H (1.322, -3.406, 5.758)
H (0.193, -3.016, 3.545)
H (3.904, -1.710, 1.901)
H (5.017, -2.023, 4.108)
C (-2.522, -0.173, -4.891)
Ge (-2.842, 1.054, -3.386)
C (-2.978, 2.846, -4.166)
C (-4.703, 0.635, -2.937)
C (-1.530, 1.016, -1.965)
H (-3.469, -0.361, -5.389)
H (-2.134, -1.127, -4.534)
H (-1.823, 0.231, -5.623)
H (-3.683, 2.912, -4.986)
H (-2.010, 3.163, -4.535)
H (-3.288, 3.574, -3.409)
H (-5.294, 0.663, -3.853)
H (-5.133, 1.374, -2.267)
H (-4.817, -0.344, -2.492)
H (-2.023, 1.434, -1.078)
H (-0.862, 1.828, -2.292)

Calculated values
- 2S+1: 3
- Charge: -1
- Highest occupied orbital energy (spin up / spin down): -3.6 / -3.8 eV
- ⟨S²⟩: 2.0131
- LUMO (spin up / spin down): 2.64 / 2.60 eV



# 2
12 unconnected molecules or ions with the total composition C48H72O36 in a non-equilibrium geometry. Source: the OMol25 dataset; level of theory: wB97M-V/def2-TZVPD.

Positions of all 156 atoms, in Å:
C (-0.111, 2.665, 5.998)
C (1.376, 2.524, 5.805)
C (1.877, 1.196, 6.279)
O (2.267, 0.397, 5.187)
C (1.915, 0.980, 4.103)
O (2.014, 0.364, 3.080)
O (1.499, 2.265, 4.439)
H (-0.503, 2.494, 7.000)
H (-0.743, 1.943, 5.481)
H (-0.505, 3.573, 5.540)
H (1.952, 3.365, 6.190)
H (1.063, 0.551, 6.609)
H (2.639, 1.245, 7.056)
C (-1.568, -0.952, -0.085)
C (-0.307, -0.326, -0.789)
C (0.508, 0.724, 0.005)
O (1.907, 0.346, -0.057)
C (1.933, -0.921, -0.547)
O (2.891, -1.637, -0.610)
O (0.617, -1.398, -0.819)
H (-1.501, -0.603, 0.945)
H (-1.803, -2.016, -0.109)
H (-2.497, -0.411, -0.262)
H (-0.672, -0.001, -1.763)
H (0.253, 0.793, 1.063)
H (0.362, 1.719, -0.416)
C (4.145, 3.238, -0.080)
C (4.765, 2.247, -1.192)
C (3.663, 1.986, -2.073)
O (3.798, 2.821, -3.253)
C (5.047, 3.479, -3.196)
O (5.637, 4.162, -3.966)
O (5.660, 2.980, -2.048)
H (3.385, 2.741, 0.522)
H (3.844, 4.208, -0.474)
H (4.864, 3.427, 0.716)
H (5.186, 1.306, -0.839)
H (2.677, 1.926, -1.612)
H (3.882, 0.932, -2.245)
C (3.051, 1.540, -6.412)
C (1.712, 0.974, -5.800)
C (1.819, -0.216, -4.939)
O (0.960, 0.091, -3.916)
C (0.904, 1.332, -3.754)
O (0.315, 1.902, -2.849)
O (1.375, 2.064, -4.861)
H (3.873, 1.165, -5.803)
H (3.143, 2.619, -6.540)
H (3.049, 1.249, -7.463)
H (0.958, 0.757, -6.556)
H (2.659, -0.574, -4.344)
H (1.496, -1.094, -5.498)
C (-1.502, -5.259, -0.561)
C (-1.981, -5.682, 0.825)
C (-2.569, -7.159, 0.797)
O (-2.132, -7.727, 2.028)
C (-1.147, -6.959, 2.437)
O (-0.724, -7.209, 3.531)
O (-0.881, -5.870, 1.701)
H (-1.543, -5.994, -1.365)
H (-0.490, -4.867, -0.468)
H (-2.056, -4.416, -0.974)
H (-2.581, -4.924, 1.329)
H (-2.021, -7.764, 0.074)
H (-3.600, -7.119, 0.445)
C (2.814, -4.556, 1.980)
C (3.059, -6.024, 2.041)
C (2.504, -6.978, 0.967)
O (3.529, -7.873, 0.646)
C (4.680, -7.364, 1.124)
O (5.768, -7.912, 1.061)
O (4.454, -6.156, 1.813)
H (1.760, -4.357, 2.175)
H (3.056, -4.109, 1.015)
H (3.352, -4.029, 2.767)
H (2.840, -6.501, 2.996)
H (2.290, -6.309, 0.134)
H (1.608, -7.458, 1.362)
C (-4.652, 6.246, -2.431)
C (-4.061, 4.774, -2.503)
C (-2.993, 4.573, -3.583)
O (-2.072, 3.749, -2.968)
C (-2.153, 3.992, -1.593)
O (-1.249, 3.744, -0.762)
O (-3.316, 4.641, -1.325)
H (-5.067, 6.547, -3.393)
H (-3.924, 7.024, -2.202)
H (-5.432, 6.359, -1.678)
H (-4.856, 4.032, -2.568)
H (-2.690, 5.549, -3.963)
H (-3.388, 4.286, -4.557)
C (0.858, 3.891, 1.990)
C (-0.266, 4.728, 2.498)
C (0.130, 6.117, 2.135)
O (-0.965, 6.836, 1.553)
C (-1.956, 5.906, 1.566)
O (-3.133, 6.204, 1.286)
O (-1.538, 4.655, 1.844)
H (1.093, 4.172, 0.963)
H (0.653, 2.841, 1.782)
H (1.767, 3.963, 2.586)
H (-0.312, 4.511, 3.565)
H (0.932, 6.301, 1.419)
H (0.157, 6.788, 2.993)
C (-1.896, 1.571, -7.286)
C (-2.101, 0.232, -6.563)
C (-2.591, 0.455, -5.099)
O (-3.622, -0.449, -5.006)
C (-4.071, -0.851, -6.204)
O (-5.018, -1.613, -6.431)
O (-3.123, -0.492, -7.144)
H (-2.854, 2.080, -7.178)
H (-1.306, 1.567, -8.203)
H (-1.345, 2.191, -6.578)
H (-1.137, -0.274, -6.541)
H (-3.047, 1.437, -4.979)
H (-1.751, 0.354, -4.410)
C (-5.164, -1.570, 2.720)
C (-4.093, -2.573, 3.013)
C (-3.959, -2.802, 4.476)
O (-3.833, -4.225, 4.550)
C (-4.399, -4.794, 3.478)
O (-4.797, -5.944, 3.453)
O (-4.600, -3.858, 2.518)
H (-5.009, -0.556, 3.088)
H (-6.158, -1.865, 3.055)
H (-5.305, -1.353, 1.662)
H (-3.197, -2.427, 2.410)
H (-4.822, -2.448, 5.039)
H (-3.119, -2.242, 4.887)
C (-6.034, 3.736, 4.079)
C (-4.678, 3.626, 3.352)
C (-3.647, 2.698, 3.968)
O (-3.007, 2.131, 2.853)
C (-3.699, 2.328, 1.827)
O (-3.568, 1.772, 0.750)
O (-4.800, 3.057, 2.046)
H (-6.427, 2.748, 3.839)
H (-6.775, 4.403, 3.639)
H (-5.996, 3.895, 5.156)
H (-4.349, 4.656, 3.218)
H (-4.207, 2.016, 4.608)
H (-3.067, 3.410, 4.554)
C (6.343, -5.249, -1.191)
C (6.903, -3.784, -1.320)
C (5.813, -2.725, -0.970)
O (6.521, -2.071, 0.005)
C (7.572, -2.700, 0.452)
O (8.117, -2.458, 1.561)
O (7.938, -3.532, -0.381)
H (5.933, -5.487, -0.210)
H (7.201, -5.918, -1.254)
H (5.676, -5.347, -2.048)
H (7.300, -3.744, -2.334)
H (4.845, -3.022, -0.566)
H (5.624, -1.984, -1.747)

Calculated values
- 2S+1: 1
- Charge: 0
- Highest occupied orbital energy: -9.9 eV
- LUMO: -0.29 eV
- Structure (SMILES): C[C@H]1COC(=O)O1.C[C@H]1COC(=O)O1.C[C@H]1COC(=O)O1.C[C@H]1COC(=O)O1.C[C@H]1COC(=O)O1.C[C@H]1COC(=O)O1.C[C@H]1COC(=O)O1.C[C@H]1COC(=O)O1.C[C@H]1COC(=O)O1.C[C@H]1COC(=O)O1.C[C@H]1COC(=O)O1.C[C@H]1COC(=O)O1



# 3
A molecular structure, C44H46As2N3O2RuS3 in a non-equilibrium geometry. Source: the OMol25 dataset; level of theory: wB97M-V/def2-TZVPD.

Positions of all 101 atoms, in Å:
Ru (-0.094, 0.080, 1.327)
N (0.418, 0.400, 3.836)
C (1.759, 0.749, 4.295)
C (2.300, 1.932, 3.498)
C (2.787, 1.411, 2.123)
O (3.980, 1.194, 1.970)
O (1.890, 1.246, 1.243)
H (-0.243, 1.131, 4.107)
H (0.112, -0.470, 4.272)
H (2.420, -0.111, 4.144)
H (1.759, 0.989, 5.373)
H (3.156, 2.377, 4.005)
H (1.505, 2.671, 3.370)
S (-2.173, 1.415, 2.304)
C (-3.661, 0.503, 2.192)
C (-4.751, 0.921, 2.955)
C (-5.955, 0.251, 2.882)
C (-6.092, -0.847, 2.046)
C (-5.014, -1.266, 1.285)
C (-3.793, -0.606, 1.345)
As (-2.268, -1.094, 0.225)
C (-2.782, -0.140, -1.388)
C (-2.137, -0.471, -2.577)
C (-2.336, 0.277, -3.720)
C (-3.174, 1.379, -3.683)
C (-3.822, 1.713, -2.506)
C (-3.622, 0.966, -1.358)
C (-2.804, -2.939, -0.192)
C (-3.488, -3.314, -1.344)
C (-3.896, -4.627, -1.520)
C (-3.620, -5.582, -0.555)
C (-2.918, -5.223, 0.584)
C (-2.510, -3.912, 0.761)
H (-4.636, 1.777, 3.604)
H (-6.791, 0.587, 3.477)
H (-7.033, -1.374, 1.990)
H (-5.113, -2.122, 0.626)
H (-1.464, -1.323, -2.590)
H (-1.825, 0.001, -4.629)
H (-3.320, 1.984, -4.565)
H (-4.480, 2.570, -2.479)
H (-4.117, 1.246, -0.432)
H (-3.709, -2.568, -2.098)
H (-4.442, -4.901, -2.411)
H (-3.950, -6.603, -0.693)
H (-2.696, -5.968, 1.334)
H (-1.954, -3.629, 1.651)
S (0.442, -2.217, 2.265)
C (1.471, -3.184, 1.238)
C (1.816, -4.449, 1.720)
C (2.613, -5.286, 0.972)
C (3.092, -4.873, -0.264)
C (2.770, -3.613, -0.733)
C (1.957, -2.752, -0.001)
As (1.497, -0.986, -0.719)
C (1.310, -1.640, -2.578)
C (0.598, -2.815, -2.822)
C (0.526, -3.341, -4.099)
C (1.157, -2.696, -5.149)
C (1.829, -1.506, -4.926)
C (1.888, -0.971, -3.651)
C (3.261, -0.189, -0.906)
C (4.425, -0.794, -0.454)
C (5.640, -0.142, -0.574)
C (5.704, 1.120, -1.135)
C (4.547, 1.737, -1.578)
C (3.336, 1.085, -1.460)
H (1.445, -4.743, 2.690)
H (2.857, -6.264, 1.352)
H (3.719, -5.525, -0.855)
H (3.151, -3.277, -1.693)
H (0.136, -3.346, -1.992)
H (-0.008, -4.266, -4.274)
H (1.130, -3.133, -6.134)
H (2.324, -1.003, -5.746)
H (2.414, -0.038, -3.486)
H (4.383, -1.771, 0.013)
H (6.542, -0.613, -0.206)
H (6.655, 1.623, -1.221)
H (4.591, 2.733, -2.004)
H (2.414, 1.558, -1.792)
C (2.531, 5.961, -0.321)
C (2.237, 4.720, 0.519)
N (1.446, 3.766, -0.233)
C (0.234, 3.263, 0.007)
S (-0.211, 1.845, -0.832)
N (-0.731, 3.836, 0.724)
C (-0.880, 5.156, 1.296)
C (-0.713, 5.151, 2.814)
H (3.027, 6.709, 0.291)
H (1.608, 6.387, -0.711)
H (3.179, 5.712, -1.158)
H (1.719, 4.991, 1.437)
H (3.179, 4.234, 0.800)
H (1.999, 3.166, -0.833)
H (-1.524, 3.216, 0.883)
H (-1.900, 5.480, 1.060)
H (-0.186, 5.849, 0.819)
H (-1.272, 4.316, 3.231)
H (-1.105, 6.077, 3.226)
H (0.331, 5.058, 3.103)

Calculated values
- 2S+1: 6
- Charge: 0
- Highest occupied orbital energy (spin up / spin down): -7.1 / -7.4 eV
- ⟨S²⟩: 8.7717
- LUMO (spin up / spin down): 0.56 / -1.16 eV



# 4
2 unconnected molecules or ions with the total composition C5H11NO. Source: the OMol25 dataset; level of theory: wB97M-V/def2-TZVPD.

Positions of all 18 atoms, in Å:
C (0.660, -1.313, -1.480)
C (0.775, -1.063, 0.017)
C (-0.392, -0.347, 0.615)
C (-0.308, 0.217, 1.994)
N (0.205, 1.613, -0.290)
C (-0.944, 1.696, -0.884)
O (-1.775, 0.764, -0.748)
H (-0.280, -1.813, -1.731)
H (0.694, -0.360, -2.012)
H (1.485, -1.941, -1.829)
H (0.792, -2.037, 0.540)
H (1.704, -0.544, 0.260)
H (-1.327, -0.860, 0.433)
H (-0.462, -0.608, 2.708)
H (0.652, 0.695, 2.190)
H (-1.111, 0.937, 2.159)
H (0.838, 2.394, -0.434)
H (-1.208, 2.570, -1.507)

Calculated values
- 2S+1: 1
- Charge: 0
- Highest occupied orbital energy (spin up / spin down): -9.0 / -9.0 eV
- LUMO (spin up / spin down): 0.28 / 0.28 eV



# 5
CH3N3O2S in the gas phase in a non-equilibrium geometry. Source: the OMol25 dataset; level of theory: wB97M-V/def2-TZVPD.

Positions of all 10 atoms, in Å:
C (-0.782, -0.275, 0.287)
N (-0.355, -1.345, -0.271)
N (2.700, 0.974, -0.625)
N (-2.147, -0.115, 0.469)
O (-0.004, 0.728, 0.577)
O (1.122, -1.217, -0.388)
S (1.806, 0.117, 0.280)
H (2.853, 1.553, -1.490)
H (-2.584, -0.958, 0.194)
H (-2.610, 0.538, 0.968)

Calculated values
- 2S+1: 1
- Charge: 0
- Highest occupied orbital energy: -9.1 eV
- LUMO: 0.08 eV



# 6
2 unconnected molecules or ions with the total composition CH3N3O2 in a non-equilibrium geometry. Source: the OMol25 dataset; level of theory: wB97M-V/def2-TZVPD.

Positions of all 9 atoms, in Å:
C (-0.101, -0.144, -1.592)
N (-0.679, -0.104, 1.476)
N (0.633, 0.701, -2.000)
N (0.401, 0.359, 0.914)
O (1.412, -0.320, 1.017)
O (-0.945, -0.904, -1.371)
H (-0.710, -1.019, 1.931)
H (-1.530, 0.409, 1.318)
H (1.520, 1.022, -1.693)

Calculated values
- 2S+1: 3
- Charge: 0
- Highest occupied orbital energy (spin up / spin down): -7.1 / -10.6 eV
- ⟨S²⟩: 2.0073
- LUMO (spin up / spin down): 0.90 / -1.66 eV



# 7
C5H5NO2 in the gas phase in a non-equilibrium geometry. Source: the OMol25 dataset; level of theory: wB97M-V/def2-TZVPD.

Positions of all 13 atoms, in Å:
O (1.982, -1.820, 0.351)
C (1.189, -0.974, 0.329)
O (1.439, -0.099, -0.855)
C (0.666, 0.960, -1.077)
C (-0.594, 1.065, -0.740)
C (-0.955, -0.216, -0.010)
N (-1.159, -0.935, 1.384)
C (0.046, -0.344, 1.070)
H (0.824, 1.528, -2.010)
H (-1.376, 1.509, -1.267)
H (-0.741, -1.195, -0.514)
H (-1.887, -0.257, 2.033)
H (0.566, 0.779, 1.307)

Calculated values
- 2S+1: 1
- Charge: 0
- Highest occupied orbital energy: -9.6 eV
- LUMO: 0.72 eV
- Structure (SMILES): O=C1OC=C[C@@H]2N[C@@H]12



# 8
A molecular structure, C26H18Cl2N5O4PbS2 in a non-equilibrium geometry. Source: the OMol25 dataset; level of theory: wB97M-V/def2-TZVPD.

Positions of all 58 atoms, in Å:
Pb (-0.862, 1.672, 0.889)
O (-0.823, 1.836, 5.881)
C (-0.708, 1.624, 4.559)
O (-1.510, 2.038, 3.765)
C (0.557, 0.976, 4.252)
C (1.620, 0.563, 5.113)
C (2.760, 0.005, 4.578)
C (2.938, -0.057, 3.217)
C (1.920, 0.410, 2.441)
N (0.765, 0.872, 2.912)
C (2.013, 0.245, 0.887)
O (3.031, -0.164, 0.445)
O (0.929, 0.563, 0.224)
H (-1.614, 2.312, 5.985)
H (1.483, 0.531, 6.151)
H (3.531, -0.301, 5.241)
H (3.898, -0.437, 2.816)
Cl (-3.476, 2.572, -2.011)
C (-2.243, 3.116, -2.993)
C (-2.522, 3.690, -4.295)
C (-1.406, 3.921, -5.105)
C (-0.092, 3.557, -4.743)
C (0.195, 3.141, -3.498)
Cl (1.790, 2.983, -2.858)
C (-0.907, 2.998, -2.494)
N (-0.805, 2.920, -1.254)
H (-3.523, 3.923, -4.581)
H (-1.423, 4.392, -6.108)
H (0.760, 3.824, -5.431)
S (-2.421, -4.959, -1.234)
C (-1.981, -3.247, -1.200)
C (-3.063, -2.348, -0.884)
C (-2.827, -0.990, -0.604)
N (-1.595, -0.441, -0.808)
C (-0.639, -1.306, -1.168)
C (-0.799, -2.654, -1.421)
C (-0.899, -5.880, -1.382)
C (0.020, -5.946, -0.407)
C (1.159, -6.696, -0.649)
N (1.402, -7.407, -1.763)
C (0.586, -7.185, -2.809)
C (-0.576, -6.406, -2.700)
H (-4.042, -2.808, -0.729)
H (-3.636, -0.338, -0.322)
H (0.294, -0.845, -1.426)
H (0.067, -3.226, -1.742)
H (-0.114, -5.533, 0.588)
H (1.874, -6.812, 0.157)
H (0.819, -7.723, -3.668)
H (-1.299, -6.271, -3.467)
S (2.591, 5.143, 0.900)
C (1.835, 5.164, 2.409)
C (0.840, 4.247, 2.495)
N (0.658, 3.587, 1.307)
C (1.524, 3.957, 0.393)
H (2.244, 5.710, 3.266)
H (0.252, 3.979, 3.394)
H (1.451, 3.507, -0.514)

Calculated values
- 2S+1: 1
- Charge: +1
- Highest occupied orbital energy: -10.9 eV
- LUMO: -5.24 eV



# 9
C4H6N2O in the gas phase. Source: the OMol25 dataset; level of theory: wB97M-V/def2-TZVPD.

Positions of all 13 atoms, in Å:
C (2.153, -0.213, 0.133)
C (0.722, 0.037, -0.205)
N (0.155, -0.211, -1.353)
C (-1.201, -0.033, -1.157)
C (-1.436, 0.272, 0.148)
O (-2.561, 0.280, 0.900)
N (-0.208, 0.374, 0.751)
H (2.533, -0.941, -0.587)
H (2.242, -0.647, 1.136)
H (2.776, 0.685, 0.085)
H (-1.933, -0.188, -1.938)
H (-3.234, -0.179, 0.380)
H (-0.019, 0.788, 1.652)

Calculated values
- 2S+1: 1
- Charge: 0
- Highest occupied orbital energy: -8.0 eV
- LUMO: 0.72 eV
- Structure (SMILES): Cc1ncc(O)[nH]1



Calculated values (kJ/mol) of energy above the lowest of the compared OMol25 structures with the same formula, charge and spin for the records, taken in order: 0.0, 1135.2, 128.2, 309.4, 312.5, 0.0, 608.0, 131.1, 70.8.